Below is a structure of composition C14H41CrO13, with properties calculated with ωB97M-V with the def2-TZVPD basis set.

```
69
Properties=species:S:1:pos:R:3:nbo_charge:R:1
Cr 3.12395 -0.19111 -1.79015 1.618
C -0.97253 -0.81013 -0.19522 -0.675
C 0.36146 -0.11011 0.01199 -0.051
O 1.52848 -0.78023 -0.37920 -0.973
H -1.81819 -0.12241 -0.19191 0.223
H -1.13050 -1.72325 0.37867 0.207
H -1.14641 -1.17708 -1.20675 0.236
H 0.56841 0.07633 1.06580 0.139
H 0.32719 0.89144 -0.41675 0.153
C 3.47676 2.50901 -3.05145 -0.113
C 4.59227 1.63941 -3.76167 -0.093
O 5.07986 0.73284 -2.83784 -0.793
O 2.43584 1.88137 -2.43043 -0.784
H 3.13739 3.09386 -3.90636 0.218
H 3.94722 3.14926 -2.30522 0.202
H 5.39291 2.27971 -4.13196 0.232
H 4.12454 0.98730 -4.49929 0.182
H 5.86985 0.27416 -3.13299 0.529
H 1.59956 2.28784 -2.66925 0.542
C 2.95348 -0.55276 3.54126 -0.094
C 3.56923 -1.51735 2.53126 -0.091
O 2.47920 -2.23334 1.96913 -0.750
O 2.81449 0.72687 2.87327 -0.719
H 3.59557 -0.40438 4.40949 0.195
H 2.03322 -0.95871 3.96130 0.166
H 4.23038 -2.26461 2.97010 0.196
H 4.10215 -0.97117 1.75294 0.159
H 2.22510 -1.80204 1.14998 0.482
H 2.04614 0.67876 2.29976 0.449
C -1.59122 3.96413 -1.81366 -0.103
C -0.53272 4.15969 -0.80263 -0.090
O -0.45210 5.54707 -0.49574 -0.723
O -1.23295 4.53145 -3.11306 -0.733
H -2.54670 4.38535 -1.50099 0.202
H -1.89424 2.92330 -1.92751 0.173
H 0.48399 3.79429 -0.94721 0.153
H -0.83143 3.59077 0.07783 0.154
H -0.49303 5.68250 0.45378 0.483
H -1.13129 5.48328 -3.04025 0.487
C -3.62982 1.71872 0.53691 -0.085
C -4.90959 0.82355 0.53228 -0.076
O -5.16020 0.21558 1.73474 -0.762
O -3.95900 2.95348 1.07157 -0.685
H -3.35958 1.85056 -0.51080 0.168
H -2.83247 1.14542 1.00985 0.146
H -4.60638 0.05463 -0.17830 0.150
H -5.87414 1.27018 0.29090 0.201
H -6.06700 -0.08358 1.63570 0.495
H -3.21593 3.14892 1.64711 0.468
C -2.25272 -1.02537 3.98386 -0.129
C -2.50250 -2.51959 3.48054 -0.088
O -2.85574 -3.42796 4.49554 -0.567
O -3.45911 -0.35314 4.16148 -0.292
H -1.83770 -0.45288 3.15433 0.306
H -1.54363 -0.85281 4.79350 0.255
H -1.63556 -3.01006 3.03786 0.256
H -3.26213 -2.45549 2.70146 0.211
H -2.48558 -3.05869 5.30066 0.487
H -4.14779 -0.56555 3.52730 0.538
C 0.87064 -4.44712 -1.65639 -0.068
C 0.67646 -4.77825 -3.18359 -0.086
O 1.84961 -4.82100 -3.94927 -0.715
O 1.85175 -3.57892 -1.47418 -0.714
H 0.97932 -5.32028 -1.01306 0.166
H -0.10082 -4.10584 -1.29877 0.143
H -0.05603 -4.14254 -3.68100 0.145
H 0.21793 -5.75636 -3.32897 0.170
H 1.56451 -5.14559 -4.80656 0.475
H 1.41787 -2.93135 -0.91381 0.486
```

Output
- charge = +2
- spin multiplicity = 6
- HOMO-LUMO gap (alpha / beta) (Ha) = 0.2188 / 0.0873
- F_max (eV Å⁻¹) = 4.96


Below is a structure of composition C4H12ClO4Zn2, with properties calculated with ωB97M-V with the def2-TZVPD basis set.

```
23
Properties=species:S:1:pos:R:3:nbo_charge:R:1
Zn 2.32575 0.08914 -1.45132 1.734
Zn -1.81634 -0.88754 -3.72722 1.479
Cl -0.00492 -0.38944 -2.25076 -0.745
C -2.52432 2.04895 -1.23095 -0.083
C -2.40306 2.19579 0.30818 -0.083
O -2.02711 3.45959 0.69675 -0.575
O -3.76514 2.48758 -1.87270 -0.575
H -2.51620 0.98520 -1.46856 0.150
H -1.69833 2.55262 -1.73311 0.197
H -1.58252 1.51082 0.52180 0.173
H -3.19018 1.70877 0.88382 0.235
H -2.73751 4.10197 0.63144 0.513
H -3.60713 2.29650 -2.80013 0.469
C 2.84650 -2.42205 0.60739 -0.122
C 2.90562 -1.89943 2.00565 -0.116
O 1.72936 -2.19186 2.66470 -0.702
O 1.95714 -1.61298 -0.17972 -0.855
H 2.56333 -3.47310 0.55058 0.236
H 3.86911 -2.34984 0.23705 0.215
H 3.17019 -0.84414 2.07246 0.195
H 3.67858 -2.41815 2.57271 0.230
H 1.77042 -3.12584 2.88288 0.491
H 1.05675 -1.82254 0.07908 0.541
```

Output
- charge = +3
- HOMO-LUMO gap (Ha) = 0.1121
- F_max (eV Å⁻¹) = 2.97
- energy above the lowest of the compared OMol25 structures with the same formula, charge and spin (kJ/mol) = 254.5


Below is a structure of composition C28H21N7O4S2Tl, with properties calculated with ωB97M-V with the def2-TZVPD basis set.

```
63
Properties=species:S:1:pos:R:3:nbo_charge:R:1
Tl -1.74750 -15.60275 -13.55798 1.026
C 1.64760 -12.22947 -14.24062 -0.147
C 2.21396 -12.45019 -15.53505 -0.190
C 1.54128 -13.19170 -16.43975 -0.160
C 0.23230 -13.71301 -16.11392 0.325
N -0.26247 -13.52087 -14.88589 -0.430
C 0.39458 -12.77516 -14.00635 0.028
N -0.55629 -14.21808 -17.08478 -0.334
C -1.75968 -14.72278 -17.14470 0.402
N -2.61937 -15.03514 -16.06894 -0.412
C -3.73378 -15.52758 -16.70512 0.382
N -4.79696 -16.13244 -16.20315 -0.282
C -4.90552 -16.92333 -15.08107 0.292
C -6.20055 -16.96461 -14.52462 -0.163
C -6.47436 -18.01346 -13.69512 -0.168
C -5.47284 -18.90556 -13.24306 -0.190
C -4.23573 -18.77053 -13.86147 0.050
N -3.89016 -17.83292 -14.73121 -0.420
C -3.66967 -15.42099 -18.23502 0.003
C -4.58522 -15.48771 -19.28256 -0.201
C -4.07391 -15.16737 -20.59658 -0.165
C -2.77891 -14.68725 -20.79836 -0.196
C -1.96225 -14.49053 -19.69028 -0.137
C -2.38255 -14.91570 -18.43864 -0.135
H 2.09199 -11.57031 -13.46790 0.248
H 3.17475 -11.92710 -15.70524 0.247
H 1.98406 -13.36587 -17.40228 0.244
H -0.06561 -12.74760 -13.01576 0.234
H -6.92565 -16.21499 -14.87188 0.251
H -7.51566 -18.24141 -13.46235 0.239
H -5.62551 -19.75744 -12.54817 0.248
H -3.40456 -19.40653 -13.56009 0.210
H -5.67096 -15.68757 -19.19129 0.246
H -4.72182 -15.18070 -21.45436 0.230
H -2.40933 -14.42627 -21.78637 0.237
H -1.03915 -13.94868 -19.73495 0.233
S -0.19378 -15.66994 -10.15858 -0.130
C -1.19249 -15.92308 -8.87751 -0.070
N -1.99927 -16.99085 -8.57797 -0.576
C -2.88280 -16.94304 -7.38168 -0.208
C -2.62555 -15.54848 -6.79111 -0.560
S -1.31954 -14.66710 -7.67030 0.358
H -2.08921 -17.71554 -9.28203 0.418
H -2.59506 -17.69584 -6.67324 0.210
H -3.91508 -17.08594 -7.66411 0.210
H -2.40399 -15.58632 -5.74817 0.239
H -3.55479 -14.96577 -6.92534 0.224
O -3.30163 -15.15771 -11.40573 -0.731
C -3.21502 -13.88743 -11.69140 0.766
O -2.45863 -13.50352 -12.65152 -0.776
C -3.99713 -12.82721 -10.99558 -0.134
C -4.07543 -11.54176 -11.57437 -0.143
C -4.53419 -10.47865 -10.81642 -0.194
C -5.07757 -10.77879 -9.59863 0.046
C -5.06593 -12.00849 -8.98708 -0.181
C -4.59131 -13.08353 -9.73935 -0.162
N -5.60733 -9.70523 -8.75262 0.489
O -6.00232 -8.63003 -9.26864 -0.353
O -5.77089 -9.91031 -7.50736 -0.376
H -3.70365 -11.28774 -12.54910 0.238
H -4.46179 -9.46182 -11.20775 0.258
H -5.67782 -12.17844 -8.08916 0.261
H -4.52424 -14.09043 -9.41249 0.233
```

Output
- charge = +1
- HOMO-LUMO gap (alpha / beta) (Ha) = 0.1127 / 0.1120
- F_max (eV Å⁻¹) = 4.44


Below is the ion C6H12NS with charge +1, with properties calculated with ωB97M-V with the def2-TZVPD basis set.

```
20
Properties=species:S:1:pos:R:3:nbo_charge:R:1
C -0.17773 -0.51726 2.40770 -0.349
C -0.46013 -0.64456 1.06317 0.144
C 1.28740 0.98848 -0.15380 -0.225
C 1.30572 1.20197 -1.67110 -0.606
C -0.97879 0.49847 -1.38515 -0.315
C -0.81885 -1.95842 0.50751 -0.709
N -0.18206 0.54730 0.21809 -0.434
S -0.24208 1.82963 -2.25686 0.372
H 0.10391 0.51604 2.56374 0.191
H -0.60245 -1.16712 3.13287 0.248
H 2.00767 0.23658 0.27983 0.261
H 1.44582 1.97071 0.43547 0.245
H 2.06454 1.90575 -1.93950 0.271
H 1.63917 0.36589 -2.28235 0.250
H -0.82232 -0.45876 -1.75328 0.219
H -1.99703 0.65712 -1.29115 0.236
H -1.96346 -2.11897 0.42517 0.253
H -0.56756 -2.73930 1.31400 0.266
H -0.37529 -2.33968 -0.39350 0.244
H -0.66648 1.22613 0.77916 0.436
```

Output
- charge = +1
- HOMO-LUMO gap (Ha) = 0.3813
- SMILES = C=C(C)[N@H+]1CCSC1
- F_max (eV Å⁻¹) = 4.87
- energy above the lowest of the compared OMol25 structures with the same formula, charge and spin (kJ/mol) = 232.7


Below is the molecule C25H25F3N4O3, with properties calculated with ωB97M-V with the def2-TZVPD basis set.

```
60
Properties=species:S:1:pos:R:3:nbo_charge:R:1
C 0.54255 1.09200 3.64849 -0.391
C -0.48524 1.10868 2.82192 -0.188
C -0.61701 0.30777 1.56054 -0.291
N 0.58316 -0.41477 1.18404 -0.397
C 1.68810 0.24057 0.70350 0.246
C 1.74272 1.63297 0.56770 -0.255
C 2.89014 2.24116 0.11773 -0.146
C 4.01402 1.47782 -0.21230 -0.181
C 3.98438 0.10555 -0.10220 -0.128
C 2.82249 -0.52657 0.34800 0.060
N 2.79788 -1.88844 0.37308 -0.356
C 1.74095 -2.48791 0.77977 0.196
C 0.55990 -1.78693 1.32019 0.606
O -0.38635 -2.36269 1.83413 -0.627
C 1.60664 -3.96989 0.60592 -0.445
H 2.54621 -4.46690 0.84236 0.239
H 0.82186 -4.32799 1.27385 0.234
C 1.23773 -4.23346 -0.87227 -0.483
H 0.75040 -5.20298 -0.97756 0.222
C 0.34126 -3.10418 -1.37168 0.678
O 0.75422 -2.23543 -2.11090 -0.612
N -0.91968 -3.15145 -0.86761 -0.601
C -1.86726 -2.11787 -0.84589 0.115
C -1.75346 -0.96262 -1.60879 -0.242
C -2.68315 0.05324 -1.48290 -0.224
C -3.76337 -0.05289 -0.60543 0.150
C -3.88345 -1.23580 0.13269 -0.242
C -2.95322 -2.24428 0.01834 -0.201
H -3.06035 -3.13936 0.61356 0.214
H -4.72376 -1.37257 0.79570 0.214
N -4.74229 0.93128 -0.48722 -0.444
C -4.78889 2.01949 -1.44064 -0.246
H -4.58079 1.63727 -2.44030 0.216
C -6.20167 2.61451 -1.42868 -0.070
O -6.57579 3.05506 -0.14518 -0.520
C -6.52366 1.99054 0.77506 -0.073
C -5.11803 1.39117 0.83633 -0.239
H -5.09611 0.56672 1.54637 0.213
H -4.41883 2.17232 1.18199 0.173
H -6.81064 2.40568 1.74257 0.195
H -7.24041 1.20780 0.48355 0.166
H -6.25407 3.48839 -2.07996 0.195
H -6.91244 1.85192 -1.78203 0.166
H -4.06297 2.81178 -1.19275 0.174
H -2.54586 0.94346 -2.07645 0.210
H -0.92384 -0.84875 -2.28603 0.258
H -1.12468 -3.89660 -0.21539 0.404
H 2.14294 -4.21343 -1.47836 0.243
H 4.83166 -0.50663 -0.36527 0.245
C 5.24767 2.19618 -0.67633 0.977
F 6.22460 1.37644 -1.07865 -0.320
F 4.99762 3.02974 -1.70236 -0.325
F 5.77619 2.96603 0.29779 -0.328
H 2.93066 3.31494 0.01827 0.230
H 0.89466 2.24136 0.83271 0.228
H -1.39375 -0.45268 1.70813 0.275
H -0.93246 0.94358 0.72660 0.223
H -1.35316 1.71868 3.03359 0.207
H 0.55195 1.68515 4.54575 0.207
H 1.41708 0.48752 3.47296 0.195
```

Output
- HOMO-LUMO gap (Ha) = 0.2738
- SMILES = C=CCn1c(=O)c(CCC(=O)Nc2ccc(N3CCOCC3)cc2)nc2cc(C(F)(F)F)ccc21
- F_max (eV Å⁻¹) = 0.99
- energy above the lowest of the compared OMol25 structures with the same formula, charge and spin (kJ/mol) = 172.5